(1)
DFT (ωB97M-V with the def2-TZVPD basis set) results for an isolated molecule of C4H3N5 in a non-equilibrium geometry.

Each line ends with the Löwdin charge.
Geometry (Å):
H 3.5636 -0.7292 -0.1106  0.0686
N 3.1298 0.2449 -0.2122  0.1058
C 1.8134 0.2522 0.0251  -0.4583
N 1.0166 1.5180 0.1521  0.0982
N -0.2618 1.5296 0.0887  0.1015
C -0.9072 0.2023 0.0373  -0.3992
C -2.3363 0.3550 -0.1378  -0.0296
C -3.5494 0.0267 0.0405  0.1661
N -0.2934 -0.8503 -0.0494  0.1131
N 1.0502 -0.7918 0.3943  0.0298
H -4.5761 -0.0430 -0.0657  0.0070
H 1.3506 -1.7145 -0.1623  0.1971

Results
Kohn-Sham gap: 8.3 eV
Structure (SMILES): [H]/N=c1/nnc(C#C)n[nH]1
HOMO level: -0.355 Eh
Maximum force: 0.138 Eh/bohr
Relative energy (zero: lowest compared OMol25 entry of this formula, charge and spin): 4.056 eV

---

(2)
DFT (ωB97M-V with the def2-TZVPD basis set) results for a cluster of 10 separate species, C27H73NO10 in total in a non-equilibrium geometry.

Each line ends with the Löwdin charge.
Geometry (Å):
C -11.0438 -24.5810 20.3010  0.0073
C -11.4221 -26.0674 20.5832  -0.2344
O -10.5384 -26.9037 21.0014  0.0704
N -12.8840 -26.4456 20.3510  0.0966
H -13.1519 -27.3367 20.6193  0.0711
H -13.4313 -25.6710 20.5292  0.0055
C -13.2920 -26.1858 18.8972  0.0363
H -10.8189 -24.3271 19.2580  0.0864
H -10.0499 -24.4185 20.8105  0.0906
H -11.6989 -23.6966 20.7112  0.1013
H -13.0902 -25.1820 18.7463  0.0390
H -14.3818 -26.1398 18.7486  0.1054
H -12.5587 -26.8216 18.2336  0.1572
O -14.5666 -24.7148 21.1964  -0.3581
H -15.2608 -24.4350 21.8562  0.0384
C -12.5019 -31.5862 20.5283  -0.0617
C -12.3710 -30.1435 21.1857  -0.4697
C -10.9839 -29.8409 21.5083  -0.0681
O -12.9106 -29.1037 20.3925  -0.0037
H -12.0383 -32.4166 21.0478  0.0645
H -11.8997 -31.8302 19.6527  0.0579
H -13.5893 -31.8376 20.0889  0.1161
H -12.9553 -30.4686 22.0618  0.1316
H -10.4288 -30.6725 22.1152  0.1348
H -11.1199 -29.1328 22.1045  -0.0285
H -10.3124 -29.5114 20.5646  0.1477
H -13.5429 -29.5201 19.9319  0.0079
C -16.6934 -28.5844 17.7901  -0.0104
C -16.6749 -29.9048 18.5236  -0.4788
C -16.2614 -31.0498 17.4888  -0.0471
O -15.9152 -30.0272 19.6720  -0.0337
H -17.5018 -28.6022 17.1885  0.0599
H -15.8734 -28.4814 17.3229  0.0056
H -16.6276 -28.0246 18.7612  0.1005
H -17.7703 -30.2909 18.9252  0.1784
H -16.9128 -31.1075 16.5963  0.0822
H -15.9539 -31.9445 17.8439  0.0096
H -15.1852 -30.8326 17.0561  0.1091
H -16.0968 -29.2892 20.1753  -0.0100
C -18.6753 -23.4052 18.4482  -0.0473
C -17.7355 -23.8108 19.5092  -0.5251
C -18.3102 -24.7897 20.5118  -0.0750
O -16.5778 -24.3627 18.9650  0.0373
H -18.1600 -22.6518 18.0164  0.0401
H -19.4725 -22.8573 18.9893  0.1069
H -18.8552 -24.2320 17.7938  0.0934
H -17.5218 -22.8880 20.3834  0.1949
H -17.8469 -24.9643 21.3670  -0.0041
H -18.7167 -25.8162 19.9573  0.1507
H -19.2547 -24.3604 20.8736  0.0769
H -16.0134 -24.5935 19.5041  -0.1085
C -5.4979 -26.2582 19.1518  -0.0395
C -6.2337 -25.9985 17.8126  -0.4200
C -7.7230 -26.0176 17.9776  -0.0713
O -5.8867 -24.6440 17.3686  -0.0028
H -5.8134 -27.0813 19.6729  0.0468
H -5.7386 -25.7450 20.0815  0.0945
H -4.6281 -26.1738 18.7063  0.0253
H -5.9962 -26.8757 17.1624  0.1505
H -8.2374 -25.1238 18.4684  0.1195
H -8.0535 -26.9602 18.3731  0.0834
H -7.9197 -26.1013 17.0179  0.0189
H -6.6704 -24.3399 17.0736  0.0017
C -9.5555 -21.8958 22.5564  -0.0562
C -10.4603 -20.9204 21.7477  -0.5559
C -9.8358 -19.7000 21.4656  -0.1051
O -10.6200 -21.5782 20.5060  -0.0765
H -9.3303 -21.6327 23.6987  0.1060
H -8.5559 -21.4662 22.1559  0.0904
H -9.7340 -23.0182 22.5883  0.0756
H -11.4781 -20.8293 22.2571  0.1467
H -10.3022 -19.1414 20.5587  0.1201
H -8.9087 -19.7651 20.9201  0.0848
H -9.8340 -19.1046 22.3387  0.0816
H -11.5264 -21.8247 20.4025  0.0065
C -13.6364 -19.9291 19.9305  -0.0704
C -14.0455 -21.3391 19.7289  -0.4105
C -13.5869 -21.9380 18.4168  -0.0191
O -13.3810 -22.1976 20.7466  -0.1002
H -13.3665 -19.6582 21.1036  0.1417
H -14.3240 -19.1706 19.6709  0.0480
H -12.6271 -19.6115 19.4384  0.1058
H -15.1067 -21.4112 19.9820  0.1353
H -14.0157 -22.9511 18.2103  0.0880
H -12.6946 -21.9871 18.3433  -0.0436
H -14.1182 -21.3643 17.5445  0.1357
H -13.7881 -23.0171 20.7782  -0.0225
C -17.3463 -28.5561 22.1796  -0.0604
C -16.2070 -27.6695 22.4385  -0.4868
C -15.0523 -28.2831 23.1716  -0.0367
O -15.6589 -27.3127 21.1563  -0.1284
H -18.0349 -28.5469 23.0509  0.1044
H -17.1667 -29.5994 22.0855  0.0718
H -17.9006 -28.3128 21.2982  0.0748
H -16.5101 -26.6125 22.7643  0.1589
H -14.8926 -29.2880 22.8738  0.0554
H -15.3195 -28.2744 24.3050  0.1180
H -14.1519 -27.6397 23.0339  0.0849
H -15.2586 -26.4361 21.3711  0.0288
C -13.3994 -25.1731 25.7768  -0.0329
C -13.2953 -24.2359 24.5391  -0.5571
C -12.4353 -23.0429 24.6535  -0.0330
O -13.0989 -25.0640 23.4759  -0.1388
H -12.6403 -25.7559 25.9753  0.0052
H -14.0366 -26.0689 25.6498  0.0727
H -13.7981 -24.5431 26.6281  0.1017
H -14.3376 -23.8676 24.2309  0.1461
H -12.6930 -22.2654 25.2871  0.0696
H -12.3230 -22.6927 23.7432  0.0035
H -11.4592 -23.5796 24.8672  0.1216
H -13.7574 -25.0415 22.5950  0.0962

Results
Kohn-Sham gap: 9.2 eV
HOMO level: -0.337 Eh
Maximum force: 0.274 Eh/bohr
Relative energy (zero: lowest compared OMol25 entry of this formula, charge and spin): 13.619 eV